No. 1
{"formula": "C6H14O", "method": "ωB97M-V/def2-TZVPD", "elements": ["C", "C", "C", "C", "C", "C", "H", "H", "H", "H", "H", "H", "H", "H", "H", "H", "H", "H", "O", "H", "H"], "coordinates": [[3.151601, -1.005139, 0.068174], [1.770745, -0.525920, 0.431120], [0.656126, -1.116640, 0.091894], [-0.574856, -0.297171, 0.485222], [-1.792558, -0.580872, -0.370468], [-1.395410, -0.655083, -1.846236], [3.285007, -0.789383, -1.014823], [3.453257, -2.033036, 0.351645], [3.850651, -0.408877, 0.701251], [1.875621, 0.476353, 0.865836], [0.388041, -2.098809, -0.221444], [-0.932372, -0.212912, 1.466956], [-0.313682, 0.749732, 0.325805], [-2.284859, -1.568788, -0.118278], [-2.605853, 0.288305, -0.161171], [-1.792562, -1.666424, -2.229976], [-0.285184, -0.804759, -1.858601], [-1.700146, 0.167183, -2.441777], [-1.293079, 3.270713, 1.058024], [-1.349165, 3.543831, 2.040316], [-2.138021, 3.276831, 0.671837]], "forces_ev_per_angstrom": [[1.0, 0.2, 0.8], [2.6, -0.6, -0.6], [-2.5, 1.7, 2.6], [-0.4, 0.9, -1.8], [-2.2, 0.9, 0.2], [0.5, -3.0, 0.4], [0.4, -0.3, 0.7], [-0.7, 0.2, -0.6], [-0.1, -0.1, -0.9], [-1.0, -0.3, -0.2], [0.9, -0.7, -0.5], [0.1, -0.9, 2.0], [0.1, 0.1, -0.4], [0.5, 1.1, 0.1], [1.7, -2.1, -0.5], [0.4, 1.8, 0.0], [-0.9, 0.5, -0.5], [-0.2, 0.6, -0.6], [2.1, 0.5, 3.0], [-0.3, -0.7, -2.6], [-1.8, 0.1, -0.4]], "energy_ev": -8494.4558, "homo_energy_ev": -9.06, "gap_ev": 9.85, "e_above_lowest_kcal_mol": 56.19}

---

No. 2
{"formula": "C6H14O", "method": "ωB97M-V/def2-TZVPD", "elements": ["C", "C", "C", "C", "C", "C", "H", "H", "H", "H", "H", "H", "H", "H", "H", "H", "H", "H", "O", "H", "H"], "coordinates": [[0.473688, -2.109435, 1.076377], [1.115337, -1.776053, -0.040434], [0.671933, -0.545792, -0.798447], [-0.675268, -0.796495, -1.621762], [-1.928365, -1.083484, -0.831277], [-2.345724, 0.107444, 0.040165], [-0.181831, -1.532118, 1.718651], [0.531201, -3.119517, 1.492939], [1.982222, -2.359327, -0.299823], [1.346463, -0.165168, -1.562210], [0.404699, 0.230377, -0.080051], [-0.386484, -1.581796, -2.321830], [-0.833435, 0.109693, -2.220692], [-2.694659, -1.269453, -1.572104], [-1.757889, -1.935171, -0.176633], [-3.353497, -0.070890, 0.424134], [-1.689415, 0.232454, 0.898833], [-2.276092, 1.060927, -0.487231], [4.055965, 5.678399, 2.444833], [3.597105, 6.160525, 1.736859], [3.944046, 4.764879, 2.179703]], "forces_ev_per_angstrom": [[0.0, -1.4, 0.8], [-0.7, 1.1, 0.6], [-1.3, -0.1, -0.3], [1.8, 0.2, 0.1], [0.5, 0.7, 0.2], [0.0, -0.2, 0.1], [-0.4, 0.6, -0.8], [0.8, 0.2, 0.0], [-0.2, -0.4, -0.8], [0.5, 0.0, 0.4], [0.4, 0.2, 0.0], [-0.5, -0.2, -0.1], [0.0, -0.1, 0.0], [-0.4, -0.4, 0.1], [-0.3, -0.3, -0.2], [0.0, 0.3, -0.1], [0.1, -0.2, 0.2], [-0.3, -0.1, -0.2], [-0.3, 0.4, -0.5], [0.3, -0.1, 0.4], [0.1, -0.3, 0.1]], "energy_ev": -8495.3227, "homo_energy_ev": -9.32, "gap_ev": 10.18, "e_above_lowest_kcal_mol": 36.20}

---

No. 3
{"formula": "C6H14O", "method": "ωB97M-V/def2-TZVPD", "elements": ["C", "C", "C", "O", "C", "C", "C", "H", "H", "H", "H", "H", "H", "H", "H", "H", "H", "H", "H", "H", "H"], "coordinates": [[0.331447, -3.691169, -0.069522], [0.917364, -2.276151, -0.046735], [0.053515, -1.065007, -0.360555], [0.166026, -0.038985, 0.552315], [-0.493890, 1.088359, 0.029049], [0.032576, 2.329952, 0.705389], [-0.677984, 3.580884, 0.207007], [-0.447426, -3.765289, -0.837252], [1.120262, -4.398230, -0.355542], [-0.101202, -4.059943, 0.871023], [1.687806, -2.108952, 0.717899], [1.335321, -1.998649, -1.014508], [-0.981141, -1.334482, -0.602239], [0.502251, -0.670010, -1.440581], [-1.579292, 0.966372, 0.173959], [-0.300153, 1.121216, -1.058163], [1.109758, 2.390965, 0.509654], [-0.089591, 2.216408, 1.788251], [-1.747549, 3.550130, 0.444180], [-0.580619, 3.683966, -0.880178], [-0.257481, 4.478615, 0.666550]], "forces_ev_per_angstrom": [[0.0, 0.1, -0.1], [0.5, 0.2, -1.1], [0.2, 0.7, -1.9], [-0.2, 0.1, 0.1], [-0.1, 0.3, 0.1], [0.0, 0.1, 0.1], [0.0, 0.1, 0.0], [0.1, 0.0, 0.1], [-0.2, 0.1, 0.1], [0.1, 0.4, -0.1], [-0.5, 0.1, -0.1], [1.9, -2.4, 0.2], [-0.2, 0.0, 0.3], [-1.5, -0.2, 2.3], [0.1, 0.1, -0.1], [-0.1, 0.2, 0.2], [-0.1, 0.0, 0.0], [0.0, 0.1, -0.1], [0.1, 0.0, 0.0], [0.0, 0.0, 0.1], [-0.1, -0.1, -0.1]], "energy_ev": -8494.8506, "homo_energy_ev": -9.46, "gap_ev": 10.58, "e_above_lowest_kcal_mol": 47.08}